The following is a DFT calculation (ωB97M-V with the def2-TZVPD basis set) of C18H36Cl3F9GeN4O4P2RuS3 as an isolated structure.

Results
charge = +3
DFT total energy = -7555.13907 Ha
LUMO level (alpha / beta) = -9.60 / -12.08 eV
energy relative to the best compared isomer or geometry (same formula, charge and spin) = 33.1 kcal per mole
orbital gap (alpha / beta) = 0.2638 / 0.1848 Eh
⟨S²⟩ = 8.8256
2S+1 = 6
F_max = 1.8 eV/Å

Geometry (Å):
Ru -0.9042 -1.0513 1.3006
C 0.2534 1.4547 4.6928
C 0.0497 0.0498 5.2767
S -0.3042 -1.2860 4.0820
C 1.3004 -2.1234 3.9425
C 2.3740 -1.3557 3.1922
S 1.9076 -0.7804 1.5167
C 2.6650 0.8756 1.6035
C 1.8339 1.9034 2.3847
S 1.9578 1.7768 4.1772
H 0.0668 2.1937 5.4788
H -0.4167 1.6411 3.8552
H -0.8289 0.0803 5.9198
H 0.8957 -0.2666 5.8874
H 1.0818 -3.0669 3.4565
H 1.6430 -2.3393 4.9554
H 3.2448 -2.0008 3.0670
H 2.6869 -0.4677 3.7540
H 2.7293 1.2129 0.5693
H 3.6760 0.7743 1.9986
H 0.7861 1.8417 2.1022
H 2.2140 2.9061 2.1516
C -0.9145 -1.0111 -4.4533
N -0.4653 0.2717 -3.9358
C -0.1775 1.2980 -4.9203
P 0.2369 0.3110 -2.4050
O -0.2949 -0.7237 -1.5207
O 0.0091 1.8346 -1.9671
P -0.9032 2.2664 -0.6363
O -0.5552 1.3786 0.4989
N -0.3993 3.8017 -0.4109
C -0.0324 4.7329 -1.4789
C -0.7154 4.4347 0.8717
N -2.4551 2.1970 -1.1618
C -3.2374 0.9638 -1.1436
C -3.1670 3.3513 -1.7028
N 1.8912 0.2179 -2.6090
C 2.6789 1.3236 -3.1338
C 2.4365 -1.1242 -2.8224
H -0.2144 -1.3997 -5.2012
H -1.8748 -0.8742 -4.9595
H -1.0308 -1.7241 -3.6408
H 0.5749 0.9518 -5.6384
H 0.1557 2.2165 -4.4448
H -1.0815 1.5075 -5.4986
H 0.0135 4.2203 -2.4364
H 0.9453 5.1693 -1.2643
H -0.7470 5.5559 -1.5453
H -1.0282 3.6838 1.5959
H -1.5134 5.1730 0.7651
H 0.1676 4.9549 1.2498
H -4.0830 1.0583 -0.4611
H -2.6194 0.1225 -0.8473
H -3.6367 0.7629 -2.1427
H -2.6084 4.2704 -1.5403
H -4.1351 3.4468 -1.2088
H -3.3430 3.2384 -2.7757
H 2.2359 2.2745 -2.8528
H 2.7807 1.2715 -4.2237
H 3.6881 1.2647 -2.7210
H 1.7598 -1.8690 -2.4065
H 3.4020 -1.2037 -2.3190
H 2.6070 -1.3251 -3.8851
F 0.6418 -5.1915 2.8264
C -0.3549 -5.0197 1.9579
F -1.3601 -4.4033 2.6376
F -0.7878 -6.1975 1.5476
C 0.0858 -4.0920 0.7800
O 0.2030 -2.7991 1.2038
C -0.9489 -4.2490 -0.3846
F -0.9535 -3.1375 -1.1452
F -2.2089 -4.3612 0.1116
F -0.7197 -5.2831 -1.1659
C 1.4952 -4.5338 0.2737
F 1.7622 -3.8956 -0.8848
F 2.4268 -4.1520 1.1602
F 1.5871 -5.8363 0.0847
Cl -3.8920 -2.8459 3.3469
Ge -3.0665 -2.2251 1.5310
Cl -2.6640 0.2214 2.0929
Cl -4.5080 -2.2431 -0.0048